No. 1
# C7H20NPSi

2 unconnected molecules or ions with the total composition C7H20NPSi (the ωB97M-V functional and the def2-TZVPD basis, the OMol25 dataset).

Geometry as XYZ:
```
30
Properties=species:S:1:pos:R:3:forces:R:3
C -3.2124 -1.6505 2.3547 2.424 3.700 1.967
C -1.0911 0.5878 1.9383 -0.800 0.026 0.869
C -0.3772 -2.6094 1.3356 -0.190 1.721 0.122
C 3.3672 1.8309 -0.9652 -2.325 1.569 -3.554
C 0.5401 2.1659 -1.1820 0.639 -0.068 0.238
C 1.9169 0.2086 -2.8157 0.036 0.099 -1.148
C -2.1304 -0.9423 -0.3975 0.081 1.144 -0.598
N 1.5290 -0.1942 -0.0374 -1.199 -3.764 3.905
Si -1.6032 -1.1513 1.3572 -0.622 -0.253 0.140
P 1.8104 0.8391 -1.0669 0.219 4.235 -5.078
H -3.8580 -2.2309 1.8402 -1.776 -2.594 -1.474
H -3.0163 -1.9407 3.4211 -0.262 -0.087 -1.053
H -3.7920 -0.6837 2.4116 0.601 -0.594 0.127
H -1.4376 1.4510 1.2712 0.658 -1.353 0.835
H -1.7146 0.6591 2.8976 1.238 0.332 -0.953
H 0.0092 0.5710 2.1340 -0.926 0.463 -0.058
H 0.0517 -3.0449 2.2047 0.494 0.172 0.989
H -0.9840 -3.3558 0.9702 -1.954 -2.028 -0.750
H 0.3297 -2.5544 0.5413 0.985 0.677 -0.321
H 3.5559 2.1160 -2.1031 0.068 -0.135 2.643
H 3.3073 2.6878 -0.2938 -0.049 -0.096 -0.200
H 4.0413 1.1463 -0.6445 2.570 -1.835 0.915
H 0.0647 2.3711 -2.1279 0.051 -0.508 -0.512
H -0.2116 1.9516 -0.4577 -0.581 0.004 0.594
H 1.0824 3.0596 -0.9234 -0.065 0.508 0.352
H 2.3177 1.0886 -3.3835 -0.326 -0.855 0.255
H 2.6906 -0.5696 -2.8153 -0.072 0.136 -0.150
H 1.0289 -0.2026 -3.4301 1.046 0.741 1.691
H -2.3969 0.0243 -0.8823 -0.026 -0.646 0.675
H -1.8177 -1.6283 -1.1513 0.061 -0.712 -0.469
```
Positions in Å, forces in eV/Å.

Summary:
E_LUMO (alpha / beta), eV: 0.1 / -1.1
Gap between HOMO and LUMO (alpha / beta), Eh: 0.3401 / 0.2568
HOMO level (alpha / beta), hartree: -0.3365 / -0.2989

Atom charges from the Mulliken analysis, given in e for atoms 1 to 5:
1. C -1.1925
2. C -0.9953
3. C -1.2745
4. C -1.2257
5. C -0.7637

=====

No. 2
# C7H9N2O3P

3 unconnected molecules or ions with the total composition C7H9N2O3P (the ωB97M-V functional and the def2-TZVPD basis, the OMol25 dataset).

Geometry as XYZ:
```
22
Properties=species:S:1:pos:R:3:forces:R:3
C 0.6872 2.9167 -0.2441 0.639 -0.060 2.260
C 0.8630 2.1745 0.9900 -0.352 2.048 -1.064
C 0.0797 2.2594 -1.2833 0.186 1.830 -0.550
C 0.2614 0.9569 1.1292 -0.162 -0.610 -1.189
C -0.4856 1.0506 -1.2026 -0.939 -2.908 0.607
C -0.4315 0.3735 0.0550 -0.778 -1.477 -0.722
C 2.2620 -2.1836 1.0082 -0.769 3.048 0.240
N -4.3579 -1.2606 -1.7495 -0.077 0.832 -2.649
N -4.3042 -1.5235 -0.6872 -0.255 -0.273 -0.082
O -4.2675 -1.8391 0.4241 0.191 -0.542 2.653
O -1.4911 -1.9607 -0.9260 -0.565 -1.043 -2.486
O 2.3290 -1.3628 -0.1556 -0.635 -0.212 -1.047
P -1.1881 -1.3819 0.3569 1.414 2.676 2.287
H 0.9290 3.9959 -0.3771 0.227 -1.112 0.362
H 1.3120 2.5260 1.9215 0.221 0.577 -0.704
H -0.0964 2.7214 -2.2213 0.305 0.937 -0.676
H 0.4509 0.4652 2.0656 -0.437 -0.516 0.248
H -0.9475 0.7057 -2.1779 0.304 -0.294 1.754
H 1.3560 -1.8800 1.6122 1.029 -0.417 -0.150
H 3.1997 -1.9717 1.5149 -0.204 -0.108 0.429
H 2.2013 -3.1798 0.7677 -0.143 -2.521 -0.485
H 1.6386 -1.6022 -0.8207 0.801 0.145 0.964
```
Positions in Å, forces in eV/Å.

Summary:
E_LUMO, eV: -0.9
Gap between HOMO and LUMO, Eh: 0.3094
HOMO level, hartree: -0.3432
Relative energy (zero: lowest compared OMol25 entry of this formula, charge and spin), kJ/mol: 590.8

Atom charges from the Mulliken analysis, given in e for atoms 1 to 5:
1. C -0.5525
2. C -0.4061
3. C -0.2440
4. C -0.3068
5. C -0.3032

=====

No. 3
# C3H6N4O

C3H6N4O in the gas phase (the ωB97M-V functional and the def2-TZVPD basis, the OMol25 dataset).

Geometry as XYZ:
```
14
Properties=species:S:1:pos:R:3:forces:R:3
C -2.6153 -0.0946 -0.1514 1.276 -0.435 -0.620
C 1.8837 -0.4098 -0.0377 -1.274 -0.448 0.033
C 0.9584 0.7185 -0.0795 -0.726 -1.202 -0.808
H -2.5994 -0.0952 -1.2511 -0.125 0.204 0.382
H -2.6084 -1.1386 0.1641 -0.298 -0.004 0.100
H -3.4459 0.4410 0.2254 -0.969 0.377 0.313
H -1.3016 0.5247 1.3701 -0.095 0.016 -1.652
H 2.9299 -0.3600 -0.0032 1.153 0.073 0.003
H 0.4543 2.5539 0.1019 -0.310 -0.098 -0.413
N -1.3979 0.5860 0.3114 -0.120 -0.085 1.369
N -0.3038 0.0737 -0.3238 0.772 0.212 0.740
N 1.2686 -1.5286 0.0843 0.666 0.250 0.049
N 1.2422 1.9273 -0.0171 0.554 1.135 0.702
O -0.0567 -1.3274 0.0776 -0.504 0.005 -0.198
```
Positions in Å, forces in eV/Å.

Summary:
E_LUMO, eV: 0.5
Gap between HOMO and LUMO, Eh: 0.3631
HOMO level, hartree: -0.3447
Relative energy (zero: lowest compared OMol25 entry of this formula, charge and spin), kJ/mol: 464.6

Atom charges from the Mulliken analysis, given in e for atoms 1 to 5:
1. C -0.7439
2. C -0.2271
3. C 0.4239
4. H 0.2976
5. H 0.2934

=====

No. 4
# C5H12N2

C5H12N2 in the gas phase (the ωB97M-V functional and the def2-TZVPD basis, the OMol25 dataset).

Geometry as XYZ:
```
19
Properties=species:S:1:pos:R:3:forces:R:3
C 0.8549 2.6629 0.1867 -1.418 1.938 -1.533
C -0.1218 1.5661 -0.4029 -1.149 1.821 2.263
C -0.3988 0.4927 0.6445 -0.059 -0.809 2.272
C -0.1873 -0.9011 0.1511 0.550 0.093 0.585
C -0.9983 -1.9421 0.3921 -1.349 -0.163 0.211
N -1.2015 -3.0486 -0.5879 1.369 2.649 1.503
N 1.0059 -1.0194 -0.5626 1.816 -0.078 -0.776
H 1.0468 3.3815 -0.6815 0.294 -0.940 1.045
H 0.4104 3.3856 0.9423 0.236 -1.334 -0.538
H 1.7976 2.2759 0.5862 -0.248 -0.125 -0.235
H -1.1330 1.9641 -0.6960 1.147 0.194 0.203
H 0.3075 1.1925 -1.2728 0.817 -0.856 -1.403
H -1.4833 0.5473 1.0040 1.787 0.220 0.120
H 0.4016 0.5826 1.4610 -1.417 0.450 -0.463
H -1.5303 -2.0242 1.4197 -0.034 0.601 -2.418
H -1.4051 -3.7566 0.0341 -1.177 -2.568 1.191
H -0.2645 -3.2973 -0.8416 0.855 -0.216 -0.890
H 0.9390 -1.4337 -1.4526 0.380 -0.443 -0.988
H 1.9602 -0.6284 -0.3237 -2.402 -0.434 -0.149
```
Positions in Å, forces in eV/Å.

Summary:
E_LUMO, eV: 1.0
Gap between HOMO and LUMO, Eh: 0.3057
HOMO level, hartree: -0.2704
Relative energy (zero: lowest compared OMol25 entry of this formula, charge and spin), kJ/mol: 270.4

Atom charges from the Mulliken analysis, given in e for atoms 1 to 5:
1. C -1.1034
2. C -0.4299
3. C -0.5729
4. C 0.3135
5. C -0.3059

=====

No. 5
# C46H56MoN6O6S

A molecular structure, C46H56MoN6O6S (the ωB97M-V functional and the def2-TZVPD basis, the OMol25 dataset).

Geometry as XYZ:
```
116
Properties=species:S:1:pos:R:3:forces:R:3
Mo 0.7728 -0.5265 -0.4061 0.140 -1.851 -0.399
N 3.5548 0.4215 2.6030 0.005 -0.454 -0.090
C 2.9838 -0.1117 1.5134 -0.773 0.216 -0.328
O 1.7444 -0.0013 1.3687 0.728 0.646 0.610
C 3.7603 -0.7552 0.4018 -0.035 -0.017 0.098
C 2.7843 -1.2619 -0.6774 0.084 0.028 0.334
H 2.9403 0.7441 3.3358 -0.042 0.041 -0.031
H 4.4859 0.1449 2.8651 0.045 0.084 -0.077
H 4.3882 -1.5496 0.8197 0.024 0.039 -0.016
H 4.4460 0.0046 0.0128 0.000 -0.019 -0.016
H 2.7572 -2.3517 -0.6816 -0.001 0.028 -0.028
H 3.1248 -0.9497 -1.6656 -0.025 -0.020 0.112
C -5.4236 1.4472 7.9647 0.011 0.021 -0.006
C -5.0147 1.1453 6.5475 -0.013 -0.005 0.027
C -5.9254 0.6235 5.6360 -0.040 -0.020 -0.025
C -5.5444 0.3129 4.3388 0.081 0.126 -0.003
C -4.2329 0.5258 3.9366 -0.037 -0.147 0.325
C -3.3107 1.0526 4.8320 -0.133 -0.027 -0.057
C -3.7073 1.3628 6.1231 0.063 0.043 0.012
S -3.7249 -0.0029 2.3144 -0.348 -0.203 0.009
O -3.3091 -1.3826 2.4698 0.160 0.028 -0.018
O -4.8928 0.2082 1.4758 0.075 -0.066 -0.130
N -2.4725 0.8654 1.9575 0.276 0.545 -0.343
C -2.6203 2.2144 1.7227 0.175 -0.348 0.261
C -3.7992 2.9441 1.7894 -0.284 0.185 -0.065
C -3.8480 4.3367 1.6001 0.008 -0.127 0.019
C -2.7212 5.0686 1.3625 0.066 -0.144 0.000
C -1.4844 4.3842 1.3111 -0.025 0.342 -0.027
C -0.2745 5.0968 1.1444 -0.059 0.023 -0.021
C 0.9155 4.4345 1.1562 -0.081 -0.184 -0.002
C 0.8721 3.0289 1.2817 0.318 0.072 -0.010
N -0.2195 2.3250 1.3941 -0.210 -0.026 0.087
C -1.4177 2.9770 1.4622 0.219 -0.140 -0.102
H -6.5060 1.5287 8.0563 -0.015 0.001 -0.013
H -4.9826 2.3815 8.3135 0.008 0.007 -0.001
H -5.0939 0.6570 8.6427 0.009 -0.011 -0.003
H -6.9516 0.4601 5.9451 -0.008 -0.004 0.000
H -6.2590 -0.0771 3.6274 -0.006 -0.035 -0.027
H -2.2956 1.2235 4.4996 0.047 -0.006 0.005
H -2.9891 1.7877 6.8158 0.012 -0.006 0.005
H -4.7276 2.4274 1.9793 0.010 -0.008 -0.025
H -4.8118 4.8275 1.6602 -0.008 0.007 0.001
H -2.7476 6.1426 1.2327 0.006 0.015 0.004
H -0.3175 6.1743 1.0306 -0.007 0.001 0.018
H 1.8612 4.9548 1.0706 0.020 -0.001 0.024
H 1.8096 2.4701 1.2807 -0.095 0.037 -0.031
C 5.8882 -3.7891 -3.9302 -0.008 -0.014 0.014
C 4.5292 -3.1486 -3.8305 0.035 0.019 -0.010
C 3.4471 -3.8518 -3.3150 -0.032 -0.027 0.003
C 2.1825 -3.2837 -3.2197 0.026 -0.016 -0.008
C 1.0403 -4.0518 -2.6079 0.016 -0.012 -0.011
C 2.0102 -1.9768 -3.6702 -0.037 -0.159 -0.180
C 3.0706 -1.2483 -4.1991 0.025 -0.044 -0.207
C 2.8618 0.1547 -4.7049 -0.035 0.009 0.017
C 4.3235 -1.8460 -4.2697 -0.022 -0.002 0.046
C 0.6724 -1.3211 -3.5241 -0.079 0.329 0.531
O -0.0705 -1.0696 -4.4403 0.125 -0.062 -0.085
O 0.3925 -1.0107 -2.2685 -0.281 0.271 -0.421
H 6.1623 -4.2817 -2.9964 -0.004 0.000 0.009
H 6.6546 -3.0508 -4.1625 0.009 0.009 0.001
H 5.9108 -4.5479 -4.7143 -0.026 0.000 -0.013
H 3.5898 -4.8712 -2.9713 0.015 -0.022 0.000
H 1.1297 -5.1157 -2.8267 0.016 -0.011 0.012
H 0.0713 -3.7081 -2.9684 -0.004 0.001 -0.023
H 1.0312 -3.9317 -1.5205 0.000 0.032 -0.005
H 2.2598 0.7406 -4.0042 0.050 -0.038 -0.017
H 2.3222 0.1537 -5.6534 -0.017 -0.027 0.002
H 3.8179 0.6561 -4.8562 0.007 -0.067 0.001
H 5.1554 -1.2849 -4.6818 0.021 0.011 0.001
N 1.5773 1.3511 -1.2629 -0.023 0.445 -0.070
C 1.9653 2.3376 -1.7287 -0.111 -0.305 0.089
N 2.4017 3.4476 -2.2523 -0.122 -0.002 0.040
C 2.1724 3.7696 -3.6694 -0.061 -0.018 0.098
C 3.5047 3.7388 -4.3905 0.112 0.036 -0.112
O 4.4473 4.5869 -3.7547 -0.060 0.055 0.044
C 4.7021 4.1783 -2.4244 0.109 0.033 -0.049
C 3.4385 4.2461 -1.5889 -0.075 -0.016 -0.002
H 1.7294 4.7664 -3.7173 0.019 -0.001 -0.009
H 1.4702 3.0526 -4.0907 -0.002 -0.013 -0.004
H 3.3883 4.1042 -5.4099 0.022 -0.011 0.007
H 3.8923 2.7130 -4.4228 -0.044 0.087 0.020
H 5.4595 4.8510 -2.0243 0.003 -0.003 -0.015
H 5.0997 3.1543 -2.4212 -0.004 -0.016 0.036
H 3.0753 5.2740 -1.5265 0.028 0.008 0.011
H 3.5927 3.8683 -0.5787 0.009 -0.016 -0.030
C -3.6786 0.5420 -1.8388 -0.023 -0.077 -0.015
C -3.1275 -0.7962 -1.4370 -0.063 -0.111 -0.137
C -3.7095 -1.9923 -1.8291 0.050 0.067 0.006
C -3.1599 -3.2151 -1.4527 0.045 0.007 0.044
C -3.8002 -4.5081 -1.8823 0.002 -0.004 -0.006
C -2.0210 -3.2420 -0.6576 0.083 -0.169 -0.152
C -1.4503 -2.0574 -0.2060 0.226 0.117 0.168
C -2.0048 -0.8631 -0.6287 -0.002 0.692 0.311
N -0.2082 -1.9462 0.5159 0.099 0.533 -0.391
C 0.0631 -2.7349 1.7624 -0.016 0.129 -0.071
C 0.0164 -1.7944 2.9760 -0.109 0.129 0.028
C 1.4451 -3.3705 1.6338 0.092 -0.057 0.015
C -0.9516 -3.8443 2.0242 -0.073 -0.056 0.075
H -4.6108 0.4338 -2.3914 -0.002 -0.014 -0.012
H -2.9661 1.0742 -2.4733 0.010 0.000 0.003
H -3.8782 1.1486 -0.9555 -0.001 0.016 0.072
H -4.6028 -1.9726 -2.4426 -0.018 -0.019 -0.007
H -4.4043 -4.3701 -2.7781 -0.002 0.005 -0.015
H -4.4538 -4.8965 -1.0986 -0.005 0.015 0.018
H -3.0493 -5.2711 -2.0913 0.008 -0.002 -0.001
H -1.5777 -4.1960 -0.4180 -0.007 -0.015 -0.019
H -1.6163 0.0868 -0.2387 -0.095 -0.111 0.166
H 0.5308 -0.8542 2.7963 -0.045 -0.164 0.073
H 0.4775 -2.3058 3.8249 -0.025 0.003 0.043
H -1.0143 -1.5485 3.2243 -0.097 -0.041 -0.047
H 2.2447 -2.6305 1.6226 -0.019 0.050 0.006
H 1.5211 -3.9616 0.7190 -0.019 -0.021 0.013
H 1.6185 -4.0303 2.4850 0.006 -0.020 0.012
H -1.9759 -3.4739 1.9939 0.043 0.045 0.008
H -0.7596 -4.2122 3.0333 -0.020 -0.031 0.013
H -0.8419 -4.6870 1.3420 0.032 -0.004 0.033
```
Positions in Å, forces in eV/Å.

Summary:
⟨S²⟩: 2.08
E_LUMO (alpha / beta), eV: -0.7 / -0.3
Gap between HOMO and LUMO (alpha / beta), Eh: 0.2165 / 0.2307
Spin multiplicity: 3
HOMO level (alpha / beta), hartree: -0.2408 / -0.2408
Relative energy (zero: lowest compared OMol25 entry of this formula, charge and spin), kJ/mol: 202.9

Atom charges from the Mulliken analysis, given in e for atoms 1 to 5:
1. Mo -0.6017
2. N -0.3490
3. C 0.7646
4. O -0.2113
5. C -1.4479